No. 1
C8H7NO2S4 | ωB97M-V/def2-TZVPD

Bonds (Å) are listed after each position.
CARTESIAN COORDINATES (ANGSTROEM)
1 N -1.71882 4.04113 1.84444  S2 1.683, H16 1.020, H17 1.002
2 S -0.60019 2.84009 2.21486  N1 1.683, O3 1.487, O4 1.480, C5 1.826
3 O -1.10213 2.14251 3.42896  S2 1.487
4 O 0.63696 3.61919 2.44352  S2 1.480
5 C -0.66012 1.84691 0.68366  S2 1.826, C6 1.319, S15 1.745
6 C -1.66293 1.08575 0.29072  C5 1.319, C7 1.464, H18 1.086
7 C -1.42144 0.15865 -0.81693  C6 1.464, C8 1.399, H19 1.139
8 C -0.09477 0.35496 -1.21539  C7 1.399, S9 1.769, S15 1.716
9 S 0.50502 -0.50916 -2.63750  C8 1.769, C10 1.748
10 C 1.38080 -1.82124 -1.88366  S9 1.748, C11 1.398, S14 1.740
11 C 0.62243 -2.64359 -1.04559  C10 1.398, C12 1.546, H20 1.058
12 C 1.44125 -3.86103 -0.55896  C11 1.546, C13 1.361, H21 1.123
13 C 2.63057 -3.95282 -1.21513  C12 1.361, S14 1.754, H22 1.102
14 S 2.84500 -2.63578 -2.35392  C10 1.740, C13 1.754
15 S 0.74578 1.54086 -0.30278  C5 1.745, C8 1.716
16 H -1.27122 4.90750 2.14188  N1 1.020
17 H -1.88460 3.99976 0.85665  N1 1.002
18 H -2.57004 1.03660 0.88651  C6 1.086
19 H -2.08601 -0.60689 -1.33645  C7 1.139
20 H -0.18613 -2.22768 -0.50515  C11 1.058
21 H 1.03780 -4.59370 0.19021  C12 1.123
22 H 3.41279 -4.72202 -1.10994  C13 1.102

- Orbital gap: 8.66 eV
- Total energy: -2106.93822 Eh
- SMILES string: NS(=O)(=O)c1ccc(Sc2cccs2)s1
- HOMO energy: -0.3261 hartree
- Energy above the lowest of the compared OMol25 structures with the same formula, charge and spin: 26.7 kcal/mol

Atomic partial charges in e from the Löwdin method, atoms 1 to 2: -0.08, 0.65

No. 2
C57H130N7O10 | ωB97M-V/def2-TZVPD

Bonds (Å) are listed after each position.
CARTESIAN COORDINATES (ANGSTROEM)
1 C 5.27364 0.55926 -3.30097  C2 1.532, H11 1.097, H12 1.106, H13 1.109
2 C 6.03225 0.11953 -2.04425  C1 1.532, C3 1.482, H14 1.099, H15 1.133
3 C 5.11553 0.24907 -0.88674  C2 1.482, N4 1.533, H16 1.095, H17 1.075
4 N 5.70523 0.09334 0.51976  C3 1.533, C5 1.472, C9 1.567, C10 1.486
5 C 4.52282 -0.14769 1.36315  N4 1.472, C6 1.568, H18 1.131, H19 1.091
6 C 4.82517 -0.06134 2.89964  C5 1.568, C7 1.487, H20 1.081, H21 1.151
7 C 5.45085 1.24931 3.21666  C6 1.487, C8 1.516, H22 1.096, H23 1.054
8 C 6.66427 1.52146 2.34913  C7 1.516, C9 1.481, H24 1.095, H25 1.101
9 C 6.28104 1.49569 0.91832  N4 1.567, C8 1.481, H26 1.080, H27 1.061
10 C 6.65824 -1.04653 0.54839  N4 1.486, H28 1.116, H29 1.080, H30 1.102
11 H 5.20531 1.65156 -3.37845  C1 1.097
12 H 4.23050 0.19354 -3.34865  C1 1.106
13 H 5.76190 0.12067 -4.19505  C1 1.109
14 H 7.02225 0.59594 -2.01442  C2 1.099
15 H 6.28694 -0.97893 -2.15355  C2 1.133
16 H 4.36046 -0.53840 -0.98070  C3 1.095
17 H 4.63913 1.21279 -0.88488  C3 1.075
18 H 3.73634 0.63034 1.12664  C5 1.131
19 H 4.12289 -1.09810 1.00640  C5 1.091
20 H 3.91970 -0.23899 3.46373  C6 1.081
21 H 5.55776 -0.88145 3.24072  C6 1.151
22 H 4.74882 2.06666 3.01461  C7 1.096
23 H 5.67913 1.31025 4.24371  C7 1.054
24 H 7.06503 2.53903 2.39392  C8 1.095
25 H 7.53651 0.88620 2.56971  C8 1.101
26 H 5.49003 2.19501 0.68936  C9 1.080
27 H 7.03043 1.73176 0.20465  C9 1.061
28 H 7.02457 -1.21467 1.58910  C10 1.116
29 H 7.46349 -0.87543 -0.15014  C10 1.080
30 H 6.10205 -1.97074 0.32145  C10 1.102
31 C 1.66946 6.63446 -9.42645  C32 1.505, H41 1.066, H42 1.087, H43 1.083
32 C 2.22674 6.52107 -8.03354  C31 1.505, C33 1.539, H44 1.063, H45 1.089
33 C 1.02817 6.50157 -7.06808  C32 1.539, N34 1.598, H46 1.111, H47 1.096
34 N 1.44309 6.47293 -5.52527  C33 1.598, C35 1.533, C39 1.513, C40 1.443
35 C 2.18911 7.69142 -4.96969  N34 1.533, C36 1.484, H48 1.079, H49 1.113
36 C 1.35913 8.92032 -5.03237  C35 1.484, C37 1.482, H50 1.126, H51 1.097
37 C 0.08300 8.80650 -4.28782  C36 1.482, C38 1.534, H52 1.119, H53 1.096
38 C -0.73391 7.58419 -4.72686  C37 1.534, C39 1.526, H54 1.074, H55 1.091
39 C 0.18968 6.37031 -4.68362  N34 1.513, C38 1.526, H56 1.089, H57 1.100
40 C 2.15627 5.25014 -5.24699  N34 1.443, H58 1.093, H59 1.075, H60 1.080
41 H 2.43288 6.60768 -10.16946  C31 1.066
42 H 1.12233 7.54911 -9.63828  C31 1.087
43 H 0.92186 5.88894 -9.66941  C31 1.083
44 H 2.86179 7.36224 -7.89381  C32 1.063
45 H 2.87850 5.65022 -7.98258  C32 1.089
46 H 0.30507 5.66961 -7.20614  C33 1.111
47 H 0.48681 7.45251 -7.12314  C33 1.096
48 H 3.17914 7.74725 -5.39475  C35 1.079
49 H 2.26372 7.38049 -3.90321  C35 1.113
50 H 1.07194 9.06805 -6.11124  C36 1.126
51 H 1.94523 9.79299 -4.71869  C36 1.097
52 H -0.46191 9.77527 -4.41577  C37 1.119
53 H 0.36481 8.73216 -3.23174  C37 1.096
54 H -1.19304 7.72830 -5.68686  C38 1.074
55 H -1.53612 7.43883 -4.00151  C38 1.091
56 H -0.27483 5.40274 -4.87009  C39 1.089
57 H 0.62383 6.22141 -3.68444  C39 1.100
58 H 3.14376 5.30474 -5.71326  C40 1.093
59 H 1.51166 4.47073 -5.61162  C40 1.075
60 H 2.28360 5.10293 -4.18460  C40 1.080
61 C -9.75114 0.80083 2.11490  C62 1.518, H71 1.077, H72 1.133, H73 1.089
62 C -8.52787 1.64672 1.81320  C61 1.518, C63 1.476, H74 1.090, H75 1.100
63 C -8.51438 2.74710 2.79679  C62 1.476, N64 1.477, H76 1.121, H77 1.075
64 N -7.26426 3.52633 2.68930  C63 1.477, C65 1.564, C69 1.476, C70 1.514
65 C -7.14868 4.50910 3.90020  N64 1.564, C66 1.477, H78 1.091, H79 1.095
66 C -7.12317 3.78140 5.18540  C65 1.477, C67 1.508, H80 1.049, H81 1.127
67 C -5.92985 2.86022 5.23517  C66 1.508, C68 1.503, H82 1.111, H83 1.135
68 C -5.86717 1.96241 4.03180  C67 1.503, C69 1.549, H84 1.101, H85 1.097
69 C -5.99767 2.76979 2.71687  N64 1.476, C68 1.549, H86 1.098, H87 1.067
70 C -7.39732 4.45189 1.49818  N64 1.514, H88 1.099, H89 1.112, H90 1.115
71 H -10.64581 1.39629 2.17846  C61 1.077
72 H -9.64045 0.41792 3.17547  C61 1.133
73 H -9.96358 -0.06238 1.48650  C61 1.089
74 H -8.53843 1.97336 0.77311  C62 1.090
75 H -7.60622 1.08347 2.01945  C62 1.100
76 H -8.79448 2.27903 3.77665  C63 1.121
77 H -9.31106 3.45470 2.65273  C63 1.075
78 H -8.06787 5.09562 3.88150  C65 1.091
79 H -6.24516 5.11371 3.76590  C65 1.095
80 H -8.03530 3.29676 5.36727  C66 1.049
81 H -7.03610 4.45168 6.08710  C66 1.127
82 H -5.87387 2.14145 6.08084  C67 1.111
83 H -4.98484 3.48962 5.23413  C67 1.135
84 H -6.75415 1.31129 4.05973  C68 1.101
85 H -4.95978 1.34808 3.97796  C68 1.097
86 H -5.85805 2.18424 1.79818  C69 1.098
87 H -5.21983 3.49634 2.63709  C69 1.067
88 H -6.62108 5.22979 1.50421  C70 1.099
89 H -8.37113 4.97948 1.59203  C70 1.112
90 H -7.30166 3.88170 0.54525  C70 1.115
91 C -3.18881 -9.20786 5.90615  C92 1.572, H100 1.090, H101 1.057, H102 1.089
92 C -1.86881 -8.48989 5.44437  C91 1.572, C93 1.521, H103 1.092, H104 1.068
93 C -2.02520 -7.03439 5.85694  C92 1.521, N94 1.550, H105 1.113, H106 1.126
94 N -0.90888 -6.03445 5.46083  C93 1.550, C95 1.487, C96 1.501, C99 1.447
95 C -1.40563 -4.66999 5.78216  N94 1.487, H107 1.113, H108 1.064, H109 1.093
96 C -0.54679 -6.03888 4.00395  N94 1.501, C97 1.580, H110 1.102, H111 1.079
97 C 0.97591 -5.62744 3.91154  C96 1.580, C98 1.557, H112 1.120, H113 1.047
98 C 1.48440 -5.60479 5.38323  C97 1.557, C99 1.518, H114 1.062, H115 1.062
99 C 0.35835 -6.33715 6.08937  N94 1.447, C98 1.518, H116 1.108, H117 1.106
100 H -3.96722 -8.69692 5.33965  C91 1.090
101 H -3.38079 -9.03416 6.93049  C91 1.057
102 H -3.13344 -10.27559 5.70107  C91 1.089
103 H -1.72424 -8.57246 4.36532  C92 1.092
104 H -1.02351 -8.91658 5.93939  C92 1.068
105 H -2.20628 -6.92105 6.94962  C93 1.113
106 H -2.92972 -6.60366 5.34398  C93 1.126
107 H -1.08090 -4.34221 6.79493  C95 1.113
108 H -2.46884 -4.62161 5.77625  C95 1.064
109 H -0.96185 -3.94326 5.09721  C95 1.093
110 H -1.20347 -5.28937 3.53257  C96 1.102
111 H -0.80017 -6.96569 3.51234  C96 1.079
112 H 1.02840 -4.61477 3.43565  C97 1.120
113 H 1.36860 -6.33940 3.25259  C97 1.047
114 H 1.48778 -4.59768 5.71901  C98 1.062
115 H 2.39776 -6.11052 5.57573  C98 1.062
116 H 0.38524 -6.26632 7.19500  C99 1.108
117 H 0.55115 -7.42121 5.98772  C99 1.106
118 C 2.18465 -6.92068 -1.69395  C119 1.594, H127 1.089, H128 1.076, H129 1.052
119 C 1.13930 -7.06904 -2.88802  C118 1.594, C120 1.532, H130 1.093, H131 1.128
120 C 1.38807 -8.37377 -3.65222  C119 1.532, N121 1.478, H132 1.033, H133 1.114
121 N 0.48259 -8.62940 -4.79245  C120 1.478, C122 1.510, C123 1.514, C126 1.514
122 C -0.93685 -8.81940 -4.31510  N121 1.510, H134 1.070, H135 1.091, H136 1.072
123 C 0.81906 -9.95142 -5.44809  N121 1.514, C124 1.484, H137 1.094, H138 1.107
124 C 0.30139 -9.94983 -6.83888  C123 1.484, C125 1.520, H139 1.076, H140 1.083
125 C 0.61090 -8.50730 -7.20514  C124 1.520, C126 1.512, H141 1.085, H142 1.090
126 C 0.47529 -7.66284 -5.95820  N121 1.514, C125 1.512, H143 1.069, H144 1.151
127 H 3.15348 -6.81857 -2.18056  C118 1.089
128 H 2.10046 -7.68458 -0.94125  C118 1.076
129 H 1.87939 -6.02594 -1.23309  C118 1.052
130 H 1.19249 -6.16206 -3.49498  C119 1.093
131 H 0.06660 -7.03376 -2.54089  C119 1.128
132 H 1.22370 -9.18410 -3.03289  C120 1.033
133 H 2.43025 -8.34715 -4.04571  C120 1.114
134 H -1.03301 -9.41901 -3.43382  C122 1.070
135 H -1.48556 -9.32645 -5.10949  C122 1.091
136 H -1.44557 -7.88137 -4.21635  C122 1.072
137 H 0.41210 -10.66570 -4.72687  C123 1.094
138 H 1.91976 -10.06474 -5.44665  C123 1.107
139 H -0.70350 -10.32744 -6.75999  C124 1.076
140 H 0.87719 -10.65623 -7.42406  C124 1.083
141 H -0.03829 -8.17429 -8.00812  C125 1.085
142 H 1.62191 -8.48928 -7.61088  C125 1.090
143 H -0.38244 -7.03597 -5.83729  C126 1.069
144 H 1.40677 -7.00089 -5.81825  C126 1.151
145 C 6.21796 5.45687 2.26798  O146 1.416, H156 1.099, H157 1.059, H158 1.112
146 O 4.92974 4.86949 2.23082  C145 1.416, C147 1.400
147 C 3.95026 5.77558 2.65494  O146 1.400, C148 1.507, H159 1.073, H160 1.114
148 C 2.66528 5.07197 2.30212  C147 1.507, N149 1.456, H161 1.116, H162 1.038
149 N 2.63159 3.72584 2.85660  C148 1.456, H150 1.054, H151 1.008, C152 1.466
150 H 2.50016 3.09660 2.02144  N149 1.054
151 H 3.48803 3.45546 3.31507  N149 1.008
152 C 1.53714 3.39610 3.77485  N149 1.466, C153 1.532, H163 1.106, H164 1.083
153 C 1.89271 2.09072 4.49321  C152 1.532, O154 1.437, H165 1.125, H166 1.069
154 O 3.21492 2.19613 5.04608  C153 1.437, C155 1.424
155 C 3.30663 2.65366 6.39128  O154 1.424, H167 1.085, H168 1.121, H169 1.075
156 H 6.89357 4.86842 1.63204  C145 1.099
157 H 6.56812 5.47432 3.26726  C145 1.059
158 H 6.27786 6.43379 1.74095  C145 1.112
159 H 3.95741 6.76994 2.25267  C147 1.073
160 H 4.08188 5.96694 3.74494  C147 1.114
161 H 2.76969 4.86393 1.21035  C148 1.116
162 H 1.77861 5.53449 2.57877  C148 1.038
163 H 0.67272 3.19368 3.11495  C152 1.106
164 H 1.29563 4.19051 4.46959  C152 1.083
165 H 1.88867 1.27434 3.71935  C153 1.125
166 H 1.10985 1.94261 5.20655  C153 1.069
167 H 4.33774 2.64410 6.72762  C155 1.085
168 H 2.72709 2.02076 7.11253  C155 1.121
169 H 3.01362 3.68402 6.48351  C155 1.075
170 C -2.67356 1.19944 -4.50032  O171 1.454, H181 1.098, H182 1.083, H183 1.120
171 O -1.52889 1.55521 -3.67806  C170 1.454, C172 1.441
172 C -0.50093 0.55500 -3.53474  O171 1.441, C173 1.619, H184 1.072, H185 1.038
173 C -0.89260 -0.56694 -2.43591  C172 1.619, N174 1.524, H186 1.105, H187 1.083
174 N -1.18986 -0.04173 -1.03597  C173 1.524, H175 1.038, H176 1.042, C177 1.497
175 H -1.17872 -0.82358 -0.35400  N174 1.038
176 H -0.49005 0.68382 -0.77096  N174 1.042
177 C -2.50568 0.63970 -0.82392  N174 1.497, C178 1.537, H188 1.071, H189 1.053
178 C -3.68952 -0.32486 -1.00270  C177 1.537, O179 1.423, H190 1.138, H191 1.103
179 O -3.32933 -1.55125 -0.37742  C178 1.423, C180 1.454
180 C -4.25921 -2.61374 -0.72519  O179 1.454, H192 1.083, H193 1.088, H194 1.088
181 H -2.46229 1.52914 -5.52661  C170 1.098
182 H -3.60187 1.57946 -4.09331  C170 1.083
183 H -2.88017 0.10190 -4.58915  C170 1.120
184 H 0.38918 1.02464 -3.16611  C172 1.072
185 H -0.40759 0.03810 -4.43030  C172 1.038
186 H -0.02847 -1.25508 -2.39262  C173 1.105
187 H -1.72991 -1.23535 -2.59481  C173 1.083
188 H -2.65558 1.52859 -1.40207  C177 1.071
189 H -2.47187 0.98697 0.16976  C177 1.053
190 H -3.90744 -0.48441 -2.10844  C178 1.138
191 H -4.62124 0.03787 -0.53579  C178 1.103
192 H -3.97902 -3.52586 -0.21210  C180 1.083
193 H -4.26852 -2.82021 -1.79308  C180 1.088
194 H -5.27872 -2.46334 -0.37660  C180 1.088
195 O -1.69571 -1.94498 3.06883  C196 1.343, H199 1.021
196 C -0.79009 -1.39760 2.24165  O195 1.343, O197 1.325, O198 1.212
197 O -1.03990 -0.21338 1.70175  C196 1.325
198 O 0.26302 -1.99786 2.21672  C196 1.212
199 H -2.37146 -1.18424 3.14737  O195 1.021
200 O 0.74756 1.78685 1.50287  C201 1.383, H204 0.999
201 C 1.36086 2.01034 0.28408  O200 1.383, O202 1.270, O203 1.244
202 O 2.45507 2.62718 0.47138  C201 1.270
203 O 0.81909 1.56151 -0.74215  C201 1.244
204 H 0.10977 1.02070 1.44318  O200 0.999

- Orbital gap: 8.87 eV
- Net charge: +5
- Total energy: -3383.83356 Eh
- HOMO energy: -0.6098 hartree

Atomic partial charges in e from the Löwdin method, atoms 1 to 2: -0.09, -0.25

Q: Among the records above, which one has the highest total energy?
A: C8H7NO2S4